DFT (the ωB97M-V functional and the def2-TZVPD basis) results for a structure of composition C14H41BaHgNO19S2Zn.

Atoms and positions in Å:
1 Ba 3.155 -4.065 2.870
2 Hg 1.504 3.543 -4.735
3 Zn 0.038 1.518 3.070
4 S 1.345 0.080 -0.444
5 O 0.104 -0.033 0.269
6 O 1.952 0.856 0.616
7 O 2.055 -1.179 -0.602
8 O 1.283 0.910 -1.600
9 S -1.033 -1.014 5.882
10 O -1.611 0.209 5.375
11 O 0.198 -1.041 5.116
12 O -0.764 -0.955 7.325
13 O -1.794 -2.158 5.520
14 C 0.629 5.714 3.589
15 C 0.042 5.510 2.201
16 O -0.861 4.474 2.247
17 O 1.086 4.473 4.063
18 H -0.134 5.979 4.321
19 H 1.410 6.474 3.543
20 H 0.873 5.307 1.525
21 H -0.349 6.462 1.842
22 H -1.710 4.869 2.457
23 H 1.567 4.707 4.861
24 C -0.368 -6.529 -0.206
25 C -1.333 -5.672 0.706
26 O -0.977 -5.693 2.075
27 O 0.890 -5.923 -0.508
28 H -0.956 -6.826 -1.074
29 H -0.225 -7.479 0.309
30 H -2.385 -5.937 0.598
31 H -1.296 -4.640 0.356
32 H -1.482 -5.047 2.574
33 H 0.796 -5.519 -1.374
34 C -5.914 -0.754 1.238
35 C -7.199 0.049 1.065
36 O -6.999 1.469 1.322
37 O -5.186 -0.584 0.041
38 H -6.008 -1.834 1.351
39 H -5.270 -0.439 2.059
40 H -8.017 -0.246 1.722
41 H -7.523 -0.145 0.042
42 H -7.579 1.646 2.066
43 H -4.232 -0.506 0.116
44 C 4.787 -4.289 -4.697
45 C 3.604 -4.637 -5.589
46 O 2.367 -4.372 -4.974
47 O 4.783 -2.950 -4.184
48 H 5.710 -4.645 -5.156
49 H 4.690 -4.918 -3.812
50 H 3.656 -5.693 -5.854
51 H 3.772 -4.016 -6.469
52 H 1.684 -4.895 -5.401
53 H 4.144 -2.928 -3.467
54 C 7.060 -1.113 5.593
55 C 6.276 -0.072 4.856
56 O 5.771 -0.782 3.715
57 O 6.341 -2.344 5.861
58 H 7.498 -0.618 6.460
59 H 7.862 -1.392 4.911
60 H 6.794 0.807 4.472
61 H 5.484 0.297 5.508
62 H 5.476 -0.099 3.108
63 H 5.822 -2.095 6.630
64 C -2.612 5.219 -5.498
65 C -2.598 4.662 -4.091
66 C -2.909 3.127 -4.011
67 O -2.030 2.492 -4.902
68 C -2.160 1.055 -4.826
69 N -1.417 4.884 -3.371
70 H -2.140 4.670 -6.313
71 H -2.265 6.251 -5.553
72 H -3.656 5.265 -5.809
73 H -3.447 5.171 -3.633
74 H -3.911 2.905 -4.377
75 H -2.797 2.863 -2.959
76 H -3.122 0.672 -5.166
77 H -2.071 0.693 -3.802
78 H -1.408 0.458 -5.343
79 H -1.587 4.488 -2.457
80 H -1.174 5.847 -3.188

The HOMO-LUMO gap is 2.2 eV. Its charge is +2. The value obtained for the HOMO energy is -12.2 eV. For the energy relative to the best compared isomer or geometry (same formula, charge and spin), the calculation gives 1863.8 kJ/mol.